121
Properties=species:S:1:pos:R:3:mulliken_charge:R:1 method="wB97M-V/def2-TZVPD" total_charge=+1 fmax_ha_per_bohr=0.1719 spin_multiplicity=1 orbital_gap_ev=5.98 e_tot_ha=-6474.999431
C -1.63 6.54 -5.00 -0.8527
C -1.16 5.03 -5.50 -0.3623
C -1.84 3.92 -4.50 0.0496
C -0.98 2.49 -4.41 -0.0598
N 0.46 2.59 -4.07 -0.9182
N 1.17 1.45 -3.95 1.1843
C 2.64 1.69 -3.54 -0.7143
C 3.72 1.30 -4.70 -0.2202
C 3.14 1.27 -6.23 -0.6472
C 3.19 -0.25 -6.91 -0.1116
O 4.50 -0.94 -6.63 -0.3631
C 4.28 -2.38 -6.40 0.6737
C 4.93 -3.26 -5.15 -0.6833
O 3.53 -3.10 -7.27 -0.5458
C 0.83 -0.01 -4.06 -0.6012
O 1.79 -1.13 -3.86 0.4068
C 1.87 -1.51 -2.44 -0.3646
C 2.24 -3.14 -2.33 -0.3884
N 1.52 -3.75 -1.14 -0.2092
C 2.39 -4.72 -0.37 -0.1391
C 2.64 -6.16 -1.12 0.4337
C 4.24 -6.31 -1.59 -1.0071
O 1.76 -6.43 -2.27 -0.5284
C -0.75 -0.35 -4.48 0.2099
P -1.35 -2.14 -4.70 0.9622
O -2.81 -2.31 -5.29 -0.5983
O -0.27 -2.88 -5.90 -0.5219
O -1.14 -3.13 -3.25 -0.4719
C -1.64 1.02 -4.63 0.1969
P -3.52 0.91 -5.03 0.3056
O -3.81 1.93 -6.44 -0.5190
Br -4.71 1.86 -3.29 -0.1628
H -0.95 6.99 -4.16 0.2122
H -2.74 6.55 -4.63 0.2393
H -1.57 7.27 -5.94 0.3271
H -1.61 4.92 -6.60 0.2884
H 0.01 4.95 -5.50 0.2506
H -1.81 4.39 -3.40 -0.0658
H -2.97 3.74 -4.76 0.1160
H 2.88 1.13 -2.52 0.1898
H 2.82 2.85 -3.29 0.4010
H 4.57 2.14 -4.67 0.4702
H 4.25 0.31 -4.36 0.0837
H 3.91 1.91 -6.89 0.3818
H 2.10 1.79 -6.39 0.2129
H 3.15 -0.18 -8.10 0.3312
H 2.29 -0.85 -6.46 -0.0253
H 4.92 -2.69 -4.12 0.1122
H 6.03 -3.62 -5.39 0.3946
H 4.31 -4.26 -4.97 0.2265
H 0.92 -1.25 -1.80 0.3360
H 2.80 -0.97 -1.91 0.1343
H 3.42 -3.31 -2.30 0.1270
H 1.85 -3.68 -3.30 0.2807
H 0.66 -4.18 -1.53 0.2620
H 3.46 -4.24 -0.18 0.4001
H 1.94 -4.98 0.71 -0.4767
H 2.47 -7.08 -0.37 0.3137
H 4.91 -6.78 -0.74 0.2819
H 4.70 -5.26 -1.84 0.1874
H 4.26 -6.94 -2.59 0.2751
H 1.51 -7.40 -2.26 0.3369
H -0.64 -2.65 -6.82 0.3200
H -0.35 -3.75 -3.42 0.2960
H -4.39 2.72 -6.18 0.3889
C -2.21 4.64 2.09 -0.4845
C -2.51 6.00 2.02 -0.4256
C -2.19 6.73 0.87 -0.3509
C -1.56 6.08 -0.20 -0.0296
C -1.25 4.71 -0.13 -0.1855
C -1.58 4.00 1.02 -0.6278
N -1.24 6.84 -1.42 1.0688
O -1.51 8.05 -1.43 -0.5955
O -0.71 6.22 -2.36 -0.6380
H -2.48 4.07 2.98 0.4013
H -3.00 6.49 2.85 0.4610
H -2.42 7.79 0.83 0.5060
H -0.76 4.20 -0.95 0.5462
H -1.35 2.93 1.08 0.3850
C -1.79 -7.37 5.04 -0.4504
C -1.65 -5.99 5.21 -0.2777
C -0.55 -5.32 4.67 -0.3360
C 0.40 -6.05 3.94 0.1050
C 0.27 -7.43 3.77 -0.3199
C -0.83 -8.09 4.33 -0.5725
N 1.55 -5.35 3.34 0.9785
O 1.64 -4.13 3.53 -0.5819
O 2.35 -6.02 2.68 -0.6016
H -2.65 -7.88 5.47 0.3519
H -2.40 -5.43 5.77 0.4382
H -0.45 -4.25 4.81 0.4267
H 1.01 -8.01 3.21 0.4364
H -0.95 -9.16 4.20 0.3790
C -4.97 -3.68 10.22 -0.3839
C -3.83 -3.61 9.41 -0.5469
C -3.26 -4.78 8.91 -0.1367
C -3.83 -6.02 9.23 0.0518
C -4.97 -6.09 10.05 -0.3767
C -5.53 -4.91 10.54 -0.4320
N -3.25 -7.25 8.68 0.9877
O -2.23 -7.14 7.98 -0.5862
O -3.80 -8.32 8.96 -0.5839
H -5.41 -2.76 10.61 0.3664
H -3.40 -2.64 9.17 0.3640
H -2.37 -4.71 8.28 0.4840
H -5.42 -7.05 10.30 0.4283
H -6.41 -4.96 11.18 0.3670
C 2.13 9.94 4.13 -0.3911
C 1.50 9.14 3.18 -0.5126
C 0.21 8.65 3.41 0.0386
C -0.44 8.98 4.61 0.0241
C 0.20 9.77 5.57 -0.3897
C 1.49 10.25 5.33 -0.4802
N -1.80 8.49 4.85 0.9388
O -2.32 7.77 3.98 -0.6328
O -2.35 8.82 5.91 -0.5618
H 3.13 10.32 3.94 0.3713
H 2.01 8.90 2.25 0.3727
H -0.26 8.03 2.66 0.3604
H -0.29 10.03 6.51 0.4358
H 1.99 10.87 6.07 0.3744